1.
{
  "formula": "C3H8N2OS",
  "method": "wB97M-V/def2-TZVPD",
  "symbols": ["C", "C", "C", "H", "H", "H", "H", "H", "H", "H", "H", "N", "N", "O", "S"],
  "positions_angstrom": [[-1.191, 0.376, 0.026], [0.759, -1.137, 0.579], [1.488, 0.189, 0.806], [0.343, 1.329, -0.732], [-0.846, 2.316, -0.068], [-2.491, -0.660, 0.730], [1.542, -1.885, 0.451], [0.376, -1.489, 1.543], [0.838, 0.907, 1.278], [2.307, -0.010, 1.576], [2.995, 0.232, -0.824], [-0.594, 1.468, -0.488], [-2.276, 0.358, 0.787], [1.922, 0.837, -0.358], [-0.418, -1.049, -0.728]],
  "e_above_lowest_kj_mol": 336.9,
  "total_charge": 0
}

***

2.
{
  "formula": "C18H76BrN4O18Zr",
  "method": "wB97M-V/def2-TZVPD",
  "symbols": ["Zr", "Br", "C", "C", "O", "H", "H", "H", "H", "H", "H", "C", "C", "C", "O", "C", "N", "H", "H", "H", "H", "H", "H", "H", "H", "H", "H", "H", "C", "C", "C", "O", "C", "N", "H", "H", "H", "H", "H", "H", "H", "H", "H", "H", "H", "C", "C", "C", "O", "C", "N", "H", "H", "H", "H", "H", "H", "H", "H", "H", "H", "H", "C", "C", "C", "O", "C", "N", "H", "H", "H", "H", "H", "H", "H", "H", "H", "H", "H", "O", "H", "H", "O", "H", "H", "O", "H", "H", "O", "H", "H", "O", "H", "H", "O", "H", "H", "O", "H", "H", "O", "H", "H", "O", "H", "H", "O", "H", "H", "O", "H", "H", "O", "H", "H", "O", "H", "H"],
  "positions_angstrom": [[10.807, 12.793, 11.255], [10.765, 15.853, 11.682], [17.326, 13.092, 11.966], [16.238, 12.014, 11.699], [14.953, 12.420, 12.258], [18.094, 12.926, 11.201], [17.740, 12.943, 12.918], [16.937, 14.099, 11.923], [16.424, 11.050, 12.187], [16.059, 11.919, 10.607], [15.101, 12.991, 13.039], [12.149, 17.741, 6.119], [11.842, 17.127, 7.505], [10.815, 17.953, 8.233], [11.578, 19.022, 8.853], [10.871, 19.964, 9.683], [11.300, 15.693, 7.502], [11.407, 17.522, 5.320], [13.122, 17.379, 5.746], [12.122, 18.831, 6.248], [12.779, 17.116, 8.044], [10.391, 17.368, 9.068], [9.981, 18.242, 7.508], [10.189, 20.608, 9.092], [11.623, 20.575, 10.180], [10.281, 19.453, 10.428], [11.575, 15.179, 6.646], [10.251, 15.674, 7.308], [10.454, 7.423, 10.244], [11.375, 7.615, 11.428], [12.797, 8.117, 11.087], [12.743, 9.281, 10.232], [13.472, 9.078, 9.005], [10.775, 8.538, 12.354], [9.510, 6.949, 10.547], [10.942, 6.854, 9.427], [10.247, 8.411, 9.778], [11.518, 6.679, 11.978], [13.380, 7.298, 10.563], [13.327, 8.376, 12.006], [14.460, 8.605, 9.196], [13.588, 10.022, 8.478], [12.944, 8.410, 8.375], [9.852, 8.188, 12.552], [11.325, 8.506, 13.166], [10.145, 14.078, 17.016], [9.045, 13.220, 16.413], [7.945, 14.004, 15.660], [8.590, 14.693, 14.601], [8.490, 16.077, 14.632], [9.722, 12.236, 15.436], [10.489, 14.987, 16.448], [11.027, 13.556, 17.361], [9.795, 14.564, 17.969], [8.554, 12.637, 17.195], [7.394, 14.703, 16.273], [7.273, 13.227, 15.273], [9.203, 16.552, 13.993], [8.671, 16.448, 15.667], [7.429, 16.373, 14.404], [10.311, 11.734, 16.088], [9.008, 11.521, 15.033], [14.375, 17.887, 10.191], [14.938, 16.499, 10.021], [16.406, 16.331, 10.337], [16.643, 16.503, 11.704], [17.942, 16.975, 12.129], [14.134, 15.474, 10.894], [14.818, 18.450, 9.380], [14.865, 18.276, 11.130], [13.314, 17.870, 10.303], [14.700, 16.150, 9.041], [16.918, 17.070, 9.726], [16.749, 15.311, 10.089], [17.897, 16.934, 13.225], [18.053, 18.001, 11.814], [18.864, 16.362, 11.810], [14.265, 14.492, 10.632], [14.473, 15.471, 11.870], [8.601, 13.420, 11.976], [8.242, 14.075, 11.334], [8.579, 13.960, 12.780], [7.678, 15.664, 10.529], [8.556, 16.083, 10.573], [7.055, 16.401, 10.455], [8.151, 10.375, 9.514], [7.470, 9.704, 9.467], [8.012, 10.845, 8.699], [9.791, 11.019, 11.881], [8.823, 10.841, 11.763], [10.393, 10.145, 11.963], [12.480, 11.399, 11.669], [12.765, 10.616, 11.140], [13.244, 11.874, 12.138], [11.122, 13.181, 13.271], [10.269, 12.665, 14.606], [10.927, 14.108, 13.477], [7.371, 10.288, 15.419], [6.558, 10.317, 14.963], [7.180, 9.902, 16.257], [6.495, 13.022, 5.725], [6.310, 13.935, 5.475], [6.246, 12.510, 4.968], [12.218, 13.454, 10.022], [12.203, 14.041, 9.300], [13.073, 15.736, 10.887], [10.810, 11.300, 9.553], [10.951, 11.792, 8.710], [9.927, 10.814, 9.623], [13.866, 15.965, 13.654], [14.558, 16.305, 14.260], [13.265, 16.694, 13.507], [8.247, 12.062, 7.419], [8.820, 11.924, 6.695], [7.452, 12.472, 7.062], [9.316, 13.598, 9.612], [9.273, 14.505, 9.328], [8.967, 13.078, 8.832]],
  "total_charge": 3,
  "total_energy_ha": -4925.20942
}

***

3.
{
  "formula": "C36H98O13",
  "method": "wB97M-V/def2-TZVPD",
  "symbols": ["C", "C", "C", "O", "H", "H", "H", "H", "H", "H", "H", "H", "C", "C", "C", "O", "H", "H", "H", "H", "H", "H", "H", "H", "C", "C", "C", "O", "H", "H", "H", "H", "H", "H", "H", "H", "C", "C", "C", "O", "H", "H", "H", "H", "H", "H", "H", "H", "C", "C", "C", "O", "H", "H", "H", "H", "H", "H", "H", "H", "C", "C", "C", "O", "H", "H", "H", "H", "H", "H", "H", "H", "C", "C", "C", "O", "H", "H", "H", "H", "H", "H", "H", "H", "C", "C", "C", "O", "H", "H", "H", "H", "H", "H", "H", "H", "C", "C", "C", "O", "H", "H", "H", "H", "H", "H", "H", "H", "C", "C", "C", "O", "H", "H", "H", "H", "H", "H", "H", "H", "C", "C", "O", "H", "H", "H", "H", "H", "H", "C", "C", "O", "H", "H", "H", "H", "H", "H", "C", "C", "O", "H", "H", "H", "H", "H", "H"],
  "positions_angstrom": [[3.715, -1.391, -1.421], [5.231, -1.782, -1.324], [5.419, -3.280, -1.676], [5.785, -1.061, -2.357], [3.507, -0.330, -1.553], [3.163, -1.643, -0.516], [3.227, -1.920, -2.239], [5.671, -1.502, -0.366], [6.446, -3.558, -1.440], [5.325, -3.575, -2.721], [4.823, -3.968, -1.077], [6.643, -1.478, -2.469], [-3.410, -1.429, 4.109], [-3.753, -0.379, 5.217], [-3.603, 1.062, 4.709], [-5.099, -0.545, 5.528], [-3.268, -2.443, 4.482], [-2.463, -1.139, 3.654], [-4.125, -1.392, 3.287], [-3.181, -0.571, 6.125], [-4.318, 1.468, 3.993], [-2.625, 1.120, 4.231], [-3.634, 1.741, 5.560], [-5.248, -1.445, 5.826], [1.018, -4.378, 2.835], [1.674, -5.202, 1.727], [2.966, -4.579, 1.325], [1.831, -6.568, 2.064], [1.693, -4.307, 3.688], [0.131, -4.918, 3.165], [0.742, -3.349, 2.603], [1.060, -5.207, 0.827], [2.856, -3.665, 0.741], [3.441, -5.288, 0.646], [3.661, -4.402, 2.146], [2.495, -6.691, 2.746], [-4.560, 1.695, 0.026], [-4.565, 0.680, -1.122], [-4.853, 1.276, -2.479], [-3.317, 0.050, -1.107], [-3.952, 2.577, -0.178], [-4.144, 1.361, 0.977], [-5.597, 1.978, 0.205], [-5.272, -0.116, -0.888], [-4.754, 0.567, -3.300], [-4.174, 2.112, -2.647], [-5.857, 1.681, -2.603], [-3.315, -0.616, -1.799], [4.903, -1.529, 2.488], [3.915, -0.468, 3.054], [2.475, -0.949, 2.957], [4.083, -0.069, 4.468], [5.039, -2.320, 3.225], [5.864, -1.072, 2.254], [4.458, -2.010, 1.616], [3.974, 0.441, 2.456], [2.229, -1.700, 3.707], [2.252, -1.226, 1.926], [1.743, -0.200, 3.261], [5.016, 0.100, 4.616], [-1.532, 3.037, -4.021], [-2.253, 4.370, -3.734], [-2.242, 4.803, -2.223], [-1.536, 5.341, -4.437], [-0.443, 3.092, -4.045], [-1.836, 2.716, -5.017], [-1.830, 2.290, -3.286], [-3.258, 4.318, -4.152], [-1.289, 4.707, -1.703], [-2.900, 4.164, -1.634], [-2.600, 5.827, -2.110], [-0.593, 5.213, -4.317], [-0.708, -0.031, -6.315], [-0.022, -0.870, -5.163], [0.040, -0.204, -3.779], [-0.908, -1.998, -4.991], [-0.724, -0.607, -7.240], [-0.160, 0.906, -6.416], [-1.724, 0.220, -6.011], [0.993, -1.172, -5.421], [0.537, -0.882, -3.085], [-0.916, 0.039, -3.316], [0.570, 0.731, -3.958], [-0.448, -2.717, -5.430], [-1.624, 6.064, 1.765], [-2.890, 5.245, 1.713], [-2.693, 3.728, 2.060], [-3.733, 5.744, 2.704], [-1.862, 7.126, 1.711], [-0.973, 5.658, 0.991], [-1.161, 5.834, 2.725], [-3.326, 5.345, 0.719], [-2.122, 3.678, 2.987], [-2.154, 3.184, 1.284], [-3.662, 3.269, 2.253], [-4.027, 6.604, 2.392], [2.564, 4.743, -0.519], [1.450, 3.727, -0.872], [2.139, 2.376, -1.175], [0.576, 3.508, 0.192], [2.122, 5.682, -0.187], [3.339, 4.922, -1.264], [3.120, 4.412, 0.359], [0.876, 3.985, -1.762], [2.951, 2.335, -1.901], [1.391, 1.677, -1.549], [2.479, 1.964, -0.224], [0.094, 2.693, 0.037], [0.310, -4.080, -3.132], [0.555, -5.478, -2.592], [2.027, -5.734, -2.286], [-0.144, -5.648, -1.419], [0.392, -3.424, -2.266], [-0.712, -3.970, -3.493], [1.007, -3.784, -3.916], [0.202, -6.179, -3.348], [2.642, -5.798, -3.183], [2.257, -6.688, -1.812], [2.473, -5.034, -1.579], [0.152, -6.479, -1.040], [-2.898, -2.908, 1.008], [-1.977, -3.580, -0.059], [-2.317, -4.923, -0.146], [-2.709, -3.405, 1.959], [-3.955, -3.047, 0.781], [-2.783, -1.837, 1.174], [-0.929, -3.477, 0.222], [-2.139, -3.101, -1.025], [-1.580, -5.337, -0.602], [2.747, 2.947, 2.952], [1.677, 3.855, 3.524], [1.334, 4.940, 2.680], [2.373, 2.461, 2.051], [3.014, 2.159, 3.656], [3.675, 3.450, 2.681], [2.005, 4.239, 4.490], [0.726, 3.384, 3.773], [1.257, 4.677, 1.760], [-0.016, -0.673, 0.235], [-0.798, 0.551, 0.817], [-1.190, 1.413, -0.238], [1.009, -0.369, 0.023], [-0.340, -1.113, -0.708], [0.101, -1.445, 0.995], [-0.219, 1.101, 1.559], [-1.732, 0.269, 1.304], [-1.977, 1.020, -0.621]],
  "e_above_lowest_kj_mol": 218.5,
  "total_charge": 0
}

***

4.
{
  "formula": "C17H19F8FeN4PSb2Se4",
  "method": "wB97M-V/def2-TZVPD",
  "symbols": ["Fe", "Se", "Sb", "Se", "Se", "Se", "F", "C", "C", "C", "C", "C", "F", "C", "C", "C", "C", "C", "C", "N", "H", "H", "H", "H", "H", "H", "F", "Sb", "F", "F", "F", "F", "F", "C", "N", "C", "N", "C", "N", "C", "P", "C", "C", "H", "H", "H", "H", "H", "H", "H", "H", "H", "H", "H", "H", "H"],
  "positions_angstrom": [[1.139, 0.533, -1.210], [1.920, 5.477, 1.332], [3.106, 3.458, 2.089], [4.583, 1.408, 0.409], [2.459, 1.850, -0.122], [1.785, 2.605, 3.977], [-1.034, -3.289, -4.216], [-1.135, -2.054, -3.702], [-0.201, -1.627, -2.776], [-0.289, -0.346, -2.243], [-1.374, 0.472, -2.614], [-2.289, -0.004, -3.551], [-3.316, 0.770, -3.961], [-2.189, -1.259, -4.110], [-1.417, 1.805, -2.009], [-2.545, 2.618, -1.929], [-2.450, 3.861, -1.328], [-1.227, 4.279, -0.829], [-0.153, 3.415, -0.929], [-0.238, 2.200, -1.475], [0.598, -2.304, -2.499], [-2.902, -1.601, -4.847], [-3.489, 2.277, -2.322], [-3.328, 4.489, -1.250], [-1.083, 5.245, -0.368], [0.811, 3.726, -0.543], [2.553, -0.691, -2.313], [3.680, -2.187, -1.605], [2.910, -1.576, 0.091], [5.162, -1.062, -1.840], [4.695, -3.323, -0.514], [3.892, -2.770, -3.365], [2.176, -3.354, -1.495], [-1.088, 0.035, 3.376], [0.333, -0.498, 3.313], [0.305, -2.015, 3.303], [-0.538, -2.496, 2.258], [-1.886, -1.961, 2.391], [-1.887, -0.504, 2.324], [-1.522, -0.009, 0.998], [0.199, -0.524, 0.496], [0.994, -0.006, 2.082], [0.011, -2.327, 0.913], [-1.025, 1.122, 3.316], [-1.505, -0.254, 4.342], [0.862, -0.102, 4.102], [-0.068, -2.348, 4.273], [1.325, -2.368, 3.155], [-2.299, -2.267, 3.355], [-2.513, -2.362, 1.597], [-1.590, 1.082, 0.988], [-2.231, -0.392, 0.260], [0.959, 1.083, 2.112], [2.039, -0.312, 2.095], [0.975, -2.829, 0.834], [-0.661, -2.788, 0.186]],
  "total_charge": 0,
  "total_energy_ha": -13368.46860
}